This record from the Open Molecules 2025 dataset describes the molecule C5H10O. The level of theory is wB97M-V/def2-TZVPD.

SMILES   CCC1(O)CC1
Energy relative to the best compared isomer or geometry (same formula, charge and spin)   23.4 kcal/mol
E   -7393.7496 eV

```
! RIJCOSX wB97M-V def2-TZVPD def2/J DEFGRID3
* xyz 0 1
C -1.006 1.278 -1.256
C 0.040 0.179 -1.025
C 0.392 -0.053 0.432
O 1.096 1.029 0.983
C -0.510 -0.743 1.401
C 0.757 -1.425 0.934
H -1.117 1.505 -2.324
H -0.706 2.197 -0.745
H -1.992 0.985 -0.878
H 0.991 0.479 -1.473
H -0.268 -0.754 -1.514
H 1.986 1.020 0.602
H -0.512 -0.344 2.410
H -1.463 -1.134 1.054
H 1.579 -1.480 1.642
H 0.669 -2.286 0.275
*
```

This record from the Open Molecules 2025 dataset describes a structure of composition C2H3N2O. The level of theory is wB97M-V/def2-TZVPD.

Energy relative to the best compared isomer or geometry (same formula, charge and spin)   90.2 kcal/mol
E   -7138.4724 eV

```
! RIJCOSX wB97M-V def2-TZVPD def2/J DEFGRID3
* xyz 1 1
C 0.963 -0.376 -1.751
C 0.047 -0.068 -0.041
N 1.936 -2.280 -0.658
N 1.751 -1.455 -1.376
O 0.756 0.110 -2.782
H -0.426 -1.128 0.161
H -0.584 0.833 -0.338
H 0.816 0.347 0.659
*
```

Q: Which orbital gap values were calculated for the entries above? A: 10.786 9.252, in eV.